No. 1
Here is a cluster of 6 separate species, C42H38BrF10N6O4PS in total from the Open Molecules 2025 dataset. Energies are from wB97M-V/def2-TZVPD.

Each line ends with the Mulliken charge.
Positions of all 103 atoms, in Å:
C1 -3.1844 0.6316 2.8446  -0.6675
C2 -3.5235 -0.4367 2.0832  -0.1190
C3 -4.0065 -0.3159 0.6606  -0.7941
N1 -2.8755 -0.0685 -0.2333  0.4216
C4 -2.8270 1.0949 -1.0232  -0.0318
O1 -3.7719 1.6253 -1.5346  -0.5784
C5 -1.3812 1.4907 -1.0419  -0.6268
C6 -0.7444 2.6089 -1.5491  -0.1063
P1 -1.7192 3.8890 -2.4443  0.1696
O2 -2.1728 4.8888 -1.2336  -0.4651
Br1 -0.0741 5.0401 -3.4777  -0.2033
C7 0.6378 2.7029 -1.3568  0.6888
C8 1.3662 1.7188 -0.6960  1.1790
C9 2.8587 1.8603 -0.4759  -0.4815
C10 3.4973 3.1555 -0.9654  -2.0095
C11 3.4071 4.3214 0.0294  1.2638
F1 2.2427 4.2331 0.7147  -0.3138
F2 3.4268 5.4730 -0.6749  -0.3507
C12 4.6341 4.2936 0.9881  0.4280
F3 5.6737 4.7484 0.2751  -0.2841
F4 4.9400 3.0473 1.3560  -0.2456
S1 4.4896 5.3502 2.5697  1.4410
F5 3.3408 4.3837 3.0782  -0.2847
F6 3.4467 6.3095 1.8699  -0.2931
F7 5.6655 6.3118 2.1235  -0.3111
F8 5.5652 4.4300 3.2970  -0.3173
F9 4.3350 6.1836 3.8975  -0.2981
C13 0.7119 0.5715 -0.2222  0.3807
C14 1.4598 -0.5347 0.4762  -1.3094
C15 1.6489 -0.1852 1.9280  0.9172
O3 1.0045 0.6501 2.4768  -0.5025
F10 2.5817 -0.8943 2.5790  -0.3501
C16 -0.6504 0.4979 -0.4122  0.4979
C17 -1.6065 -0.5792 0.0177  0.0447
O4 -1.3407 -1.6660 0.4605  -0.6956
H1 -3.8461 1.4718 3.0445  0.2963
H2 -2.2250 0.6511 3.3574  0.2036
H3 -3.4745 -1.4284 2.5266  0.3814
H4 -4.7300 0.4979 0.5728  0.4747
H5 -4.5275 -1.2261 0.3598  0.3262
H6 -1.6046 4.7521 -0.4623  0.3760
H7 1.1080 3.5951 -1.7392  -0.2186
H8 3.3433 1.0505 -1.0303  0.5929
H9 3.0829 1.6698 0.5743  0.2384
H10 4.5623 2.9731 -1.1177  0.6326
H11 3.1311 3.4763 -1.9390  0.3730
H12 0.8692 -1.4476 0.3998  0.1248
H13 2.4068 -0.7327 -0.0268  0.4968
C18 -1.0647 -3.7258 -2.8174  -0.4918
C19 -0.8584 -4.7914 -3.6768  -0.1732
C20 0.1724 -5.6745 -3.3844  -0.4470
N2 0.9769 -5.5547 -2.3288  -0.5803
C21 0.7619 -4.5207 -1.5172  -0.4625
C22 -0.2403 -3.5820 -1.7124  0.2124
H14 -1.8608 -3.0151 -3.0077  0.5254
H15 -1.4816 -4.9294 -4.5460  0.4306
H16 0.3692 -6.5251 -4.0283  0.3549
H17 1.4315 -4.4462 -0.6658  0.4082
H18 -0.3759 -2.7590 -1.0217  0.2283
C23 0.7739 -5.0170 4.7691  -0.3713
C24 1.1771 -3.8687 4.1070  -0.4040
C25 0.3874 -2.7353 4.2210  -0.0102
N3 -0.7398 -2.6857 4.9280  -0.3492
C26 -1.1189 -3.7964 5.5615  -0.2105
C27 -0.3956 -4.9815 5.5105  -0.5949
H19 1.3614 -5.9243 4.7072  0.3735
H20 2.0830 -3.8489 3.5159  0.4325
H21 0.6778 -1.8191 3.7249  0.3098
H22 -2.0372 -3.7270 6.1279  0.5293
H23 -0.7462 -5.8561 6.0415  0.3948
C28 3.4781 2.9416 -7.5797  -0.0766
C29 4.0324 1.8980 -6.8560  -0.6840
C30 3.9433 1.9348 -5.4729  -0.0699
N4 3.3562 2.9210 -4.7968  -0.1744
C31 2.8300 3.9173 -5.5091  -0.0796
C32 2.8617 3.9752 -6.8935  -0.8946
H24 3.5257 2.9488 -8.6610  0.3775
H25 4.5235 1.0716 -7.3509  0.3600
H26 4.3623 1.1354 -4.8712  0.3570
H27 2.3626 4.7031 -4.9293  0.4390
H28 2.4146 4.8087 -7.4171  0.3610
C33 -2.4782 0.0749 9.4673  -0.1348
C34 -3.5797 -0.7650 9.4643  -0.5383
C35 -3.5783 -1.8464 8.5977  -0.1905
N5 -2.5813 -2.1304 7.7597  -0.2197
C36 -1.5294 -1.3108 7.7757  0.0436
C37 -1.4305 -0.2034 8.6062  -0.7680
H29 -2.4379 0.9307 10.1291  0.3725
H30 -4.4224 -0.5883 10.1184  0.3569
H31 -4.4218 -2.5281 8.5685  0.3696
H32 -0.7325 -1.5545 7.0863  0.2873
H33 -0.5506 0.4244 8.5741  0.3605
C38 -4.9457 -2.1815 -6.8673  -0.0915
C39 -4.9853 -3.5654 -6.9219  -0.5344
C40 -3.8921 -4.2744 -6.4483  -0.1327
N6 -2.8010 -3.6993 -5.9456  -0.3427
C41 -2.7786 -2.3683 -5.9026  -0.2199
C42 -3.8190 -1.5665 -6.3460  -0.6670
H34 -5.7795 -1.5916 -7.2253  0.3774
H35 -5.8444 -4.0862 -7.3216  0.3507
H36 -3.8848 -5.3590 -6.4693  0.3661
H37 -1.8763 -1.9275 -5.4909  0.4893
H38 -3.7458 -0.4895 -6.2838  0.3542

Cartesian forces (eV/Å) of the 6 atoms listed first:
C 0.02 -0.26 0.01
C -0.14 0.40 0.39
C -1.74 -0.80 0.52
N -0.42 0.20 0.15
C 0.45 -0.09 0.44
O -0.06 0.21 0.14

Summary:
Maximum force in eV/Å: 2.0
Highest occupied orbital energy in eV: -8.7
Molar mass in g/mol: 1023.729
SMILES: C=CCN1C(=O)c2c(P(O)Br)cc(CCC(F)(F)C(F)(F)S(F)(F)(F)(F)F)c(CC(=O)F)c2C1=O.c1ccncc1.c1ccncc1.c1ccncc1.c1ccncc1.c1ccncc1
Orbital gap in eV: 8.08

No. 2
Here is the molecule C4H7NS from the Open Molecules 2025 dataset. Energies are from wB97M-V/def2-TZVPD.

Each line ends with the natural charge from an NBO analysis.
Positions of all 13 atoms, in Å:
C1 -1.0318 1.2245 -0.0022  -0.7235
C2 -1.1677 -0.2826 0.0042  0.0973
S1 -2.6410 -0.9666 -0.0020  0.0405
N1 -0.0300 -1.1272 -0.0006  -0.4581
C3 1.1658 -0.6808 0.7357  -0.2478
C4 1.1589 -0.6627 -0.7445  -0.2491
H1 -1.5253 1.6662 0.8873  0.2529
H2 -1.5174 1.6407 -0.8897  0.2520
H3 0.0276 1.5860 0.0019  0.2048
H4 1.6537 -1.4744 1.2753  0.2158
H5 1.1339 0.2715 1.2708  0.1985
H6 1.6465 -1.4760 -1.3024  0.2176
H7 1.1268 0.2813 -1.2339  0.1991

Cartesian forces (eV/Å) of the 6 atoms listed first:
C 0.80 0.63 0.37
C -0.54 -0.01 0.00
S 0.33 0.13 0.02
N 0.05 0.14 -0.03
C -0.07 0.37 -0.12
C 0.32 -1.18 0.37

Summary:
Maximum force in eV/Å: 1.3
Highest occupied orbital energy in eV: -8.5
Energy above the lowest of the compared OMol25 structures with the same formula, charge and spin in eV: 2.081
Molar mass in g/mol: 101.174
SMILES: CC(=S)N1CC1
Orbital gap in eV: 8.63